[1]
19
Properties=species:S:1:pos:R:3 method="wB97M-V/def2-TZVPD" lumo_ev=3.675 de_lowest_kcal_mol=0.0 total_charge=-1 total_energy_ev=-15551.2068
O -0.751 -0.179 2.028
C -0.160 0.910 1.818
O 0.032 1.443 0.706
H 0.079 1.474 2.749
H -0.202 -2.433 0.173
H 0.252 -1.216 1.029
O 0.574 -1.990 0.521
H 1.378 -1.181 -0.975
H 2.345 -1.615 -2.140
O 2.192 -0.943 -1.473
H -2.291 -0.807 -0.290
H -2.196 -1.097 1.144
O -2.491 -1.543 0.323
H -1.716 1.702 -1.737
H -1.221 1.401 -0.292
O -1.929 1.175 -0.970
H 2.223 0.878 -1.039
H 1.522 2.189 -0.641
O 2.361 1.832 -0.933

[2]
41
Properties=species:S:1:pos:R:3 method="wB97M-V/def2-TZVPD" lumo_ev=2.228 de_lowest_kcal_mol=0.0 total_charge=-1 total_energy_ev=-99987.0731
C 1.907 -1.847 1.547
O 1.710 -0.527 1.988
C 2.155 0.423 1.047
C 1.206 0.620 -0.150
C 0.535 1.975 -0.172
C -0.582 2.104 0.880
N -1.032 0.803 1.400
N -1.499 0.963 2.749
C -2.176 0.201 0.679
Br -2.396 0.833 -1.154
C -1.921 -1.348 0.633
O -1.313 -1.788 -0.381
O -2.345 -1.998 1.612
H 1.313 -2.489 2.176
H 2.956 -2.143 1.649
H 1.593 -1.982 0.518
H 2.304 1.367 1.560
H 3.111 0.075 0.648
H 1.790 0.519 -1.062
H 0.495 -0.200 -0.157
H 1.299 2.724 0.023
H 0.156 2.206 -1.149
H -1.387 2.753 0.533
H -0.137 2.620 1.723
H -2.138 1.756 2.805
H -0.702 1.146 3.339
H -3.085 0.349 1.250
C -1.159 -5.128 -0.023
N -0.025 -5.660 0.782
O 0.073 -6.872 0.893
O 0.735 -4.864 1.276
H -1.727 -5.976 -0.390
H -1.760 -4.488 0.622
H -0.742 -4.545 -0.837
C 0.127 4.164 -4.422
N 0.743 3.935 -3.088
O 0.495 4.732 -2.208
O 1.447 2.958 -2.976
H -0.474 5.064 -4.373
H 0.935 4.268 -5.139
H -0.484 3.295 -4.649

[3]
35
Properties=species:S:1:pos:R:3 method="wB97M-V/def2-TZVPD" lumo_ev=0.491 de_lowest_kcal_mol=0.0 total_energy_ev=-43052.1356 smiles="O=c1[nH]c2c(s1)[C@H](c1ccco1)[C@H]1[C@H]3CC[C@H](C3)[C@H]1S2"
O 1.675 3.603 4.409
C 1.487 2.791 3.439
N 2.530 2.057 2.948
C 2.027 1.174 1.940
C 0.680 1.144 1.746
S -0.128 2.332 2.846
C 0.094 0.368 0.555
C -1.424 0.201 0.549
C -2.370 0.920 -0.147
C -3.632 0.326 -0.074
C -3.464 -0.768 0.762
O -2.128 -0.824 1.146
C 0.703 -1.080 0.642
C 0.669 -1.838 -0.652
C 1.677 -1.273 -1.638
C 3.085 -1.822 -1.178
C 2.584 -2.452 0.157
C 1.338 -3.171 -0.269
C 2.226 -1.306 1.107
S 3.221 0.138 1.012
H 3.410 2.490 2.790
H 0.330 0.824 -0.423
H -2.098 1.708 -0.778
H -4.482 0.681 -0.495
H -4.174 -1.492 1.094
H 0.175 -1.619 1.460
H -0.337 -1.813 -1.006
H 1.646 -0.222 -1.760
H 1.452 -1.590 -2.643
H 3.926 -1.024 -1.189
H 3.484 -2.485 -1.923
H 3.387 -3.106 0.465
H 1.571 -3.820 -1.160
H 0.847 -3.728 0.549
H 2.196 -1.632 2.185

[4]
107
Properties=species:S:1:pos:R:3 method="wB97M-V/def2-TZVPD" lumo_ev=3.424 de_lowest_kcal_mol=125.0 total_charge=-2 total_energy_ev=-137166.0622
Tl 0.066 -0.319 -1.162
N 1.471 2.063 -5.355
C 1.536 0.893 -6.067
C 1.956 0.595 -7.357
C 1.872 -0.730 -7.746
C 1.387 -1.716 -6.879
C 0.984 -1.424 -5.590
C 1.070 -0.097 -5.176
N 0.766 0.477 -3.959
C 1.011 1.745 -4.092
C 0.870 2.771 -3.078
C 0.569 4.073 -3.352
S 0.523 4.988 -1.897
C 0.884 3.511 -1.013
N 1.087 2.479 -1.761
H 1.746 2.975 -5.668
H 2.330 1.359 -8.029
H 2.184 -1.009 -8.746
H 1.331 -2.737 -7.235
H 0.585 -2.172 -4.917
H 0.309 4.528 -4.293
H 1.194 3.585 0.008
O -1.040 -5.058 0.598
P -0.788 -3.476 0.245
O 0.582 -3.288 -0.231
O -1.940 -3.111 -0.762
O -1.196 -2.818 1.611
P -2.287 -1.501 1.801
O -3.647 -2.215 1.292
O -2.374 -1.292 3.260
O -1.885 -0.449 0.832
H -1.348 -5.116 1.510
H -3.635 -2.150 0.323
C 2.076 -2.985 5.731
C 1.906 -1.609 5.715
C 1.838 -0.920 4.513
C 1.960 -1.591 3.298
C 2.157 -2.973 3.330
C 2.204 -3.666 4.528
P 1.802 -0.889 1.582
C 1.289 0.803 2.112
C 0.143 0.798 2.816
C -0.472 2.021 3.360
C 0.422 3.283 3.408
C 1.642 3.190 2.526
C 2.011 2.054 1.915
C 3.600 -0.683 1.246
C 4.591 -0.639 2.197
C 5.942 -0.564 1.810
C 6.289 -0.567 0.487
C 5.301 -0.646 -0.522
C 5.620 -0.723 -1.894
C 4.613 -0.847 -2.813
C 3.257 -0.848 -2.419
C 2.871 -0.725 -1.099
C 3.922 -0.670 -0.141
H 2.091 -3.521 6.673
H 1.816 -1.069 6.651
H 1.686 0.150 4.533
H 2.256 -3.500 2.386
H 2.323 -4.744 4.528
H -0.372 -0.125 3.021
H -0.957 1.824 4.320
H 0.711 3.647 4.402
H 2.230 4.098 2.428
H 2.888 2.029 1.278
H 4.344 -0.665 3.252
H 6.713 -0.526 2.573
H 7.337 -0.533 0.200
H 6.663 -0.698 -2.198
H 4.859 -0.931 -3.870
H 2.509 -0.950 -3.194
C -4.885 3.935 3.777
C -3.422 3.987 3.489
C -2.661 5.150 3.644
C -1.296 5.145 3.405
N -0.723 4.068 2.853
C -1.508 2.861 2.516
S -1.752 2.658 0.783
N -2.826 2.858 3.140
C -0.407 6.321 3.645
H -5.215 4.859 4.246
H -5.113 3.103 4.444
H -5.449 3.786 2.853
H -3.138 6.061 3.972
H -3.381 2.054 2.867
H -0.899 7.065 4.270
H -0.151 6.776 2.686
H 0.526 6.007 4.117
N -0.943 -4.575 -2.467
C -1.917 -3.553 -2.227
S -1.590 -2.119 -3.243
N -3.233 -4.171 -2.397
C -4.414 -3.402 -2.377
C -4.722 -2.534 -3.429
C -5.914 -1.830 -3.420
C -6.831 -1.987 -2.387
C -6.539 -2.862 -1.354
C -5.340 -3.562 -1.346
H -0.025 -4.149 -2.496
H -0.948 -5.282 -1.737
H -3.293 -4.923 -1.718
H -4.002 -2.405 -4.220
H -6.132 -1.151 -4.235
H -7.763 -1.435 -2.386
H -7.237 -2.985 -0.534
H -5.113 -4.228 -0.522

[5]
14
Properties=species:S:1:pos:R:3 method="wB97M-V/def2-TZVPD" lumo_ev=3.690 de_lowest_kcal_mol=9.5 total_charge=-1 total_energy_ev=-19173.6975
S -1.727 0.431 -0.906
H -2.099 1.591 -1.468
H 0.283 1.275 -0.811
H 1.213 1.921 0.161
O 1.172 1.699 -0.778
H -0.685 -1.154 0.254
H -1.069 -2.641 0.504
O -0.336 -2.026 0.514
H 1.446 -1.567 -0.676
H 1.763 -0.216 -1.265
O 2.018 -1.152 -1.276
H -0.406 -0.091 2.160
H -1.031 1.067 1.385
O -0.543 0.863 2.202

[6]
20
Properties=species:S:1:pos:R:3 method="wB97M-V/def2-TZVPD" lumo_ev=1.148 de_lowest_kcal_mol=26.0 total_energy_ev=-8828.2869 smiles=CNCCNCN
C 0.169 2.220 -2.170
N 0.726 1.637 -0.982
C 1.191 0.270 -1.030
C 0.110 -0.745 -0.661
N -0.447 -0.509 0.656
C -0.473 -1.651 1.553
N -1.175 -1.340 2.786
H 0.084 3.302 -2.049
H 0.700 1.946 -3.090
H -0.873 1.902 -2.323
H 1.311 2.230 -0.417
H 1.978 0.172 -0.272
H 1.643 0.027 -1.999
H -0.676 -0.801 -1.427
H 0.559 -1.736 -0.689
H -1.329 -0.026 0.588
H -0.973 -2.518 1.091
H 0.564 -1.942 1.721
H -1.344 -0.340 2.830
H -2.100 -1.750 2.733

[7]
68
Properties=species:S:1:pos:R:3 method="wB97M-V/def2-TZVPD" spin_multiplicity=3 lumo_ev="-3.246 / -3.134" de_lowest_kcal_mol=0.0 total_charge=+1 total_energy_ev=-121540.3438
V -0.023 -0.076 0.093
C 1.650 4.056 -5.044
Si 1.862 4.101 -3.182
C 0.455 5.059 -2.411
C 3.501 4.886 -2.727
C 1.978 2.279 -2.624
C 2.956 1.512 -3.257
C 3.173 0.170 -2.956
C 2.382 -0.405 -1.987
N 1.447 0.308 -1.355
C 1.231 1.604 -1.651
S -0.077 2.263 -0.666
H 1.616 5.071 -5.447
H 0.717 3.559 -5.319
H 2.467 3.533 -5.548
H 0.482 6.075 -2.818
H 0.539 5.128 -1.327
H -0.520 4.631 -2.647
H 3.538 5.924 -3.067
H 4.347 4.362 -3.179
H 3.648 4.885 -1.645
H 3.578 1.969 -4.020
H 3.934 -0.408 -3.458
H 2.477 -1.441 -1.688
Cl 4.107 1.841 6.261
C 3.146 1.373 4.899
C 3.377 1.955 3.656
C 2.622 1.588 2.561
C 1.611 0.624 2.689
O 0.889 0.272 1.643
C 1.388 0.024 3.949
C 0.387 -1.028 4.178
O -0.340 -1.517 3.345
C 2.162 0.423 5.046
H 4.152 2.704 3.555
H 2.782 2.046 1.594
H 0.252 -1.275 5.248
H 1.989 -0.029 6.016
N 2.190 -2.382 1.687
C 1.256 -2.913 0.882
N 0.465 -2.194 0.108
C -0.346 -3.014 -0.665
C -0.180 -4.338 -0.478
S 1.039 -4.616 0.715
C -1.258 -2.330 -1.571
C -2.089 -2.867 -2.486
S -2.985 -1.618 -3.276
C -2.168 -0.430 -2.319
N -1.296 -0.944 -1.465
N -2.419 0.875 -2.448
H 2.105 -1.398 1.885
H 2.634 -2.954 2.385
H -0.694 -5.157 -0.954
H -2.222 -3.903 -2.748
H -3.066 1.208 -3.140
H -1.820 1.537 -1.955
N -5.988 0.374 4.635
C -5.101 0.302 3.907
C -3.999 0.217 2.991
C -3.858 -0.893 2.166
C -2.787 -0.926 1.294
N -1.890 0.059 1.217
C -2.020 1.116 2.025
C -3.063 1.243 2.921
H -4.558 -1.714 2.207
H -2.638 -1.773 0.639
H -1.254 1.876 1.946
H -3.139 2.116 3.554

[8]
52
Properties=species:S:1:pos:R:3 method="wB97M-V/def2-TZVPD" lumo_ev=0.485 de_lowest_kcal_mol=2.5 total_energy_ev=-52059.4077 smiles="CCOC(=O)N1CCN(C(=O)c2cccc(NS(=O)(=O)c3ccc(F)c(F)c3)c2)CC1"
C 0.459 -1.929 -1.474
C -0.705 -2.910 -1.528
O -1.750 -2.523 -0.641
C -2.515 -1.493 -1.054
O -2.417 -0.963 -2.137
N -3.460 -1.155 -0.136
C -3.371 -1.527 1.263
C -3.267 -0.243 2.111
N -2.609 0.792 1.339
C -1.253 0.883 1.437
O -0.621 0.171 2.198
C -0.560 1.922 0.621
C -1.060 3.204 0.412
C -0.322 4.115 -0.323
C 0.922 3.776 -0.826
C 1.450 2.513 -0.575
N 2.728 2.146 -1.010
S 3.836 1.643 0.165
O 3.481 2.169 1.445
O 5.120 1.944 -0.390
C 3.646 -0.140 0.184
C 4.095 -0.858 -0.907
C 4.015 -2.240 -0.892
C 3.491 -2.877 0.222
F 3.414 -4.214 0.238
C 3.048 -2.141 1.320
F 2.555 -2.774 2.389
C 3.125 -0.758 1.304
C 0.700 1.591 0.139
C -3.397 1.256 0.215
C -4.197 0.067 -0.364
H 0.783 -1.799 -0.443
H 0.151 -0.965 -1.871
H 1.288 -2.307 -2.065
H -0.402 -3.900 -1.183
H -1.102 -2.972 -2.546
H -2.486 -2.146 1.400
H -4.258 -2.103 1.546
H -4.255 0.125 2.398
H -2.675 -0.429 3.007
H -2.005 3.499 0.841
H -0.712 5.107 -0.494
H 1.496 4.494 -1.392
H 3.169 2.816 -1.624
H 4.515 -0.329 -1.745
H 4.358 -2.836 -1.722
H 2.786 -0.175 2.146
H 1.096 0.609 0.335
H -4.085 2.047 0.537
H -2.732 1.651 -0.552
H -4.335 0.194 -1.438
H -5.173 -0.031 0.117